Record 1
102
Properties=species:S:1:pos:R:3:forces:R:3:mulliken_charge:R:1 method="wB97M-V/def2-TZVPD" relative_energy_kcal_mol=0.0 energy_ev=-136477.089 charge=+1 spin_multiplicity=1
C -1.632 -4.063 5.794 0.001 0.164 -0.085 -1.42
C -1.064 -4.219 4.399 0.417 -0.114 0.424 0.57
N 0.128 -4.584 4.180 -0.232 -0.015 -0.211 -0.50
C -1.933 -3.977 3.185 -0.213 -0.545 0.519 -0.60
O -1.583 -2.693 2.625 -0.075 -0.056 -0.477 -0.16
C -2.509 -2.197 1.777 0.122 0.129 0.401 -0.37
O -3.549 -1.721 2.105 -0.149 -0.078 -0.158 -0.45
C -2.107 -2.306 0.325 -0.140 -0.189 0.206 0.32
C -2.763 -3.242 -0.468 0.230 0.399 -0.047 -0.36
C -2.421 -3.322 -1.799 -0.225 -0.310 -0.004 -0.79
N -1.473 -2.521 -2.292 -0.032 -0.157 0.128 0.10
C -0.808 -1.609 -1.558 -0.093 0.291 -0.600 0.02
P 0.460 -0.576 -2.427 1.262 0.485 0.146 0.41
O 1.848 -0.931 -2.085 -0.171 -0.280 0.225 -0.59
C -1.121 -1.490 -0.222 0.069 -0.066 0.137 1.25
Cl -0.313 -0.340 0.744 0.057 0.021 -0.009 -0.11
H -2.544 -3.469 5.831 -0.004 -0.041 -0.053 0.36
H -0.888 -3.590 6.435 -0.018 0.041 -0.022 0.42
H -1.831 -5.045 6.228 -0.131 -0.010 -0.104 0.35
H 0.623 -4.725 5.061 0.113 0.034 -0.033 0.26
H -2.988 -4.007 3.464 0.005 0.269 -0.067 0.44
H -1.740 -4.777 2.466 0.136 0.194 -0.140 0.30
H -3.544 -3.865 -0.059 0.000 -0.029 -0.046 0.60
H -2.905 -4.008 -2.480 0.109 0.042 -0.091 0.49
H -1.267 -2.580 -3.288 -0.075 0.158 -0.020 0.35
H 0.133 -0.742 -3.773 -0.219 -0.070 0.069 0.08
H 0.116 0.742 -2.067 -0.443 -0.204 -0.127 0.12
C -1.917 3.693 3.398 -0.024 0.130 -0.068 -0.77
C -3.060 4.697 3.205 -0.006 -0.078 0.047 -0.73
C -3.055 5.122 1.732 -0.123 0.008 0.165 -0.37
S -2.372 3.741 0.815 -0.239 0.050 0.366 1.20
O -1.114 4.137 0.227 -0.053 -0.132 -0.214 -0.68
O -3.403 3.117 0.014 0.217 -0.056 -0.248 -0.70
C -2.031 2.710 2.237 0.082 -0.100 0.338 -0.30
H -1.979 3.185 4.359 0.007 -0.007 -0.007 0.39
H -0.957 4.212 3.352 0.015 -0.030 -0.001 0.34
H -4.010 4.216 3.448 0.010 -0.016 -0.012 0.31
H -2.955 5.564 3.854 -0.001 0.046 -0.062 0.35
H -4.056 5.328 1.361 0.050 -0.004 -0.138 0.38
H -2.415 5.981 1.566 0.054 -0.028 -0.061 0.18
H -1.124 2.137 2.062 -0.004 0.035 -0.128 0.11
H -2.881 2.040 2.369 -0.014 0.003 -0.059 0.32
C -4.741 1.257 -4.463 0.136 0.059 -0.087 -0.60
C -4.551 1.377 -5.981 -0.079 -0.073 0.074 -0.64
C -3.279 0.600 -6.350 -0.075 0.285 -0.158 -0.71
S -3.118 -0.693 -5.119 -0.562 0.354 -0.216 1.12
O -1.912 -0.454 -4.337 -0.145 -0.288 0.002 -0.66
O -3.339 -1.988 -5.709 0.333 -0.206 0.243 -0.73
C -4.535 -0.219 -4.135 -0.123 0.211 0.159 -0.58
H -5.724 1.599 -4.148 0.003 -0.011 0.015 0.38
H -3.993 1.862 -3.945 -0.032 -0.013 0.050 0.29
H -5.410 0.941 -6.494 0.011 -0.013 0.001 0.30
H -4.476 2.416 -6.296 0.025 -0.008 -0.016 0.34
H -3.341 0.138 -7.331 0.104 -0.105 0.039 0.36
H -2.390 1.227 -6.292 0.046 -0.079 0.070 0.36
H -4.330 -0.406 -3.082 0.075 -0.070 -0.033 0.30
H -5.376 -0.826 -4.468 0.044 -0.049 -0.037 0.38
C -1.523 11.333 1.407 0.081 -0.034 0.080 -0.59
C -0.274 10.441 1.425 -0.063 0.007 -0.033 -0.63
C -0.401 9.499 2.629 0.282 0.075 -0.185 -0.62
S -2.163 9.286 2.912 0.082 0.126 -0.195 1.01
O -2.504 9.856 4.188 -0.066 -0.157 0.063 -0.67
O -2.548 7.931 2.579 -0.042 0.089 0.219 -0.58
C -2.708 10.395 1.620 0.018 0.214 -0.187 -0.69
H -1.615 11.882 0.472 -0.009 0.005 0.005 0.35
H -1.473 12.058 2.222 -0.035 0.007 -0.008 0.31
H -0.230 9.857 0.504 -0.015 -0.007 0.008 0.30
H 0.640 11.028 1.484 0.005 -0.012 0.008 0.32
H 0.045 8.526 2.443 -0.072 -0.049 0.098 0.34
H 0.024 9.934 3.532 -0.106 -0.014 0.057 0.37
H -3.616 10.901 1.940 -0.024 -0.105 0.093 0.39
H -2.905 9.796 0.731 -0.007 -0.044 0.032 0.35
C 3.422 -3.432 0.001 -0.264 0.108 0.198 -0.42
C 2.339 -3.475 1.090 0.007 0.110 -0.064 -0.13
C 2.999 -3.979 2.379 -0.319 -0.015 -0.070 -0.81
S 4.725 -3.481 2.276 -0.122 0.122 -0.182 1.25
O 5.547 -4.664 2.202 0.089 0.045 0.126 -0.64
O 4.986 -2.454 3.255 0.115 -0.106 0.093 -0.73
C 4.624 -2.754 0.648 -0.147 0.055 -0.229 -0.85
H 3.093 -2.888 -0.884 0.038 0.042 0.015 0.38
H 3.673 -4.443 -0.298 0.053 -0.067 0.027 0.10
H 1.939 -2.470 1.253 0.025 0.000 0.014 -0.05
H 1.505 -4.119 0.803 0.009 -0.025 0.051 0.34
H 2.559 -3.540 3.269 0.109 -0.047 0.043 0.35
H 2.970 -5.064 2.451 0.099 0.000 0.000 0.40
H 5.556 -2.924 0.119 0.058 -0.006 0.052 0.49
H 4.455 -1.684 0.775 0.031 -0.002 0.055 0.35
C 7.888 -6.851 -2.179 -0.103 -0.029 -0.067 -0.60
C 7.340 -6.671 -3.601 0.037 0.023 0.052 -0.59
C 5.872 -6.240 -3.474 0.182 -0.153 -0.273 -0.82
S 5.743 -5.376 -1.902 0.538 -0.203 -0.244 1.38
O 4.889 -6.144 -1.030 -0.184 0.111 -0.057 -0.72
O 5.513 -3.973 -2.144 -0.246 0.007 0.096 -0.72
C 7.439 -5.620 -1.398 0.261 -0.183 0.074 -0.78
H 8.972 -6.951 -2.172 0.000 -0.001 0.010 0.37
H 7.465 -7.752 -1.729 0.017 0.013 0.035 0.30
H 7.909 -5.894 -4.115 -0.009 0.012 0.014 0.30
H 7.429 -7.583 -4.188 -0.010 0.006 -0.007 0.32
H 5.569 -5.565 -4.271 -0.100 0.048 0.082 0.35
H 5.201 -7.096 -3.435 -0.034 0.036 0.103 0.36
H 7.477 -5.746 -0.317 -0.140 0.086 0.011 0.41
H 8.000 -4.734 -1.694 -0.054 0.033 -0.002 0.41

***

Record 2
12
Properties=species:S:1:pos:R:3:forces:R:3:mulliken_charge:R:1 method="wB97M-V/def2-TZVPD" smiles="O=CC(=O)N1CC1" relative_energy_kcal_mol=56.0 energy_ev=-9811.887 charge=0 spin_multiplicity=1
O 1.798 1.382 0.052 -0.090 -0.623 -0.175 -0.43
C 1.782 0.199 -0.194 0.139 0.751 0.132 0.01
C 0.848 -0.792 0.507 0.483 -0.401 0.402 0.52
O 1.389 -1.784 0.943 -0.522 0.669 -0.442 -0.49
N -0.526 -0.548 0.671 0.200 -0.105 0.157 -0.27
C -1.280 -0.344 -0.578 -0.165 -0.057 -0.193 -0.36
C -1.150 0.755 0.403 -0.070 0.207 -0.100 -0.23
H 2.529 -0.262 -0.866 -0.082 -0.077 0.073 0.35
H -2.156 -0.981 -0.638 -0.004 0.259 -0.072 0.24
H -0.724 -0.225 -1.514 -0.077 -0.095 0.308 0.23
H -0.543 1.616 0.126 -0.016 -0.344 0.074 0.21
H -1.968 0.983 1.086 0.203 -0.184 -0.165 0.23

***

Number 1: HOMO level -11.23 eV. Number 2: HOMO level -9.77 eV.